A molecular structure, C23H30FN3O at a distorted geometry, computed with wB97M-V/def2-TZVPD.

```
58
C23H30FN3O | OMol25 | wB97M-V/def2-TZVPD
C -6.975 -1.642 -0.467
O -6.519 -0.293 -0.624
C -5.225 0.155 -0.341
C -4.330 -0.849 0.046
C -3.085 -0.528 0.199
C -2.850 0.915 0.314
C -3.905 1.754 0.051
C -5.101 1.444 -0.525
H -5.916 2.131 -0.787
H -3.576 2.894 -0.178
N -1.593 1.717 0.608
C -0.704 0.740 1.164
C 0.551 1.315 1.751
N 1.274 2.366 0.917
C 0.276 3.094 0.054
H -0.191 3.783 1.037
C -0.834 2.147 -0.380
H -0.517 1.599 -1.150
H -1.479 3.103 -0.950
H 0.762 3.724 -0.484
C 2.108 1.569 -0.123
C 3.213 2.584 -0.239
C 4.235 1.893 -1.336
C 4.617 0.469 -0.682
N 3.505 -0.193 -0.769
C 2.832 0.304 0.519
H 1.973 -0.593 0.832
H 3.416 0.668 1.375
C 3.711 -1.790 -0.112
C 2.538 -2.571 -0.056
C 2.299 -3.340 0.841
C 1.053 -4.154 0.865
C 0.126 -3.826 0.083
C 0.260 -3.087 -0.988
C 1.461 -2.369 -1.053
H 1.709 -1.380 -1.804
H -0.486 -2.772 -1.844
F -1.091 -4.488 0.432
H 0.888 -4.798 1.796
H 2.948 -3.509 1.714
H 4.474 -2.234 -0.885
H 4.232 -1.799 0.948
H 5.155 -0.156 -1.590
H 5.284 0.419 0.052
H 3.593 1.686 -2.398
H 5.277 2.325 -1.617
H 3.056 3.317 -0.777
H 4.012 2.580 0.557
H 1.667 1.386 -1.069
H -0.052 2.280 2.607
H 1.246 0.922 2.381
H -0.152 -0.071 0.531
H -0.935 0.193 1.977
H -2.293 -1.157 0.730
H -4.457 -1.943 0.271
H -8.035 -1.592 -0.623
H -6.462 -2.309 -1.319
H -6.985 -2.033 0.516
```

Energy above the lowest of the compared OMol25 structures with the same formula, charge and spin (kJ/mol): 1689.56
HOMO-LUMO gap (eV): 8.777
Multiplicity: 1
Total energy (eV): -33555.1168

Atom charges from the natural (NBO) analysis, given in e for atoms 1 to 4: -0.259 -0.528 0.322 -0.315


2 unconnected molecules or ions with the total composition C7H18N at a distorted geometry, computed with wB97M-V/def2-TZVPD.

```
26
C7H18N | OMol25 | wB97M-V/def2-TZVPD
C -1.183 2.579 -0.618
C -0.665 1.999 0.710
C -2.291 0.456 1.799
N -1.414 0.720 0.894
H -1.139 1.803 -1.411
H -2.209 2.958 -0.506
H -0.527 3.392 -0.922
H 0.364 1.637 0.709
H -0.871 2.612 1.586
H -2.740 -0.569 1.848
H -2.579 1.256 2.495
H -1.038 -0.064 0.364
C 1.958 -0.097 -0.776
C 1.003 -1.166 -0.170
C -0.175 -1.524 -1.113
C 1.782 -2.486 0.235
H 2.692 0.208 0.001
H 2.522 -0.557 -1.598
H 1.457 0.808 -1.143
H 0.617 -0.702 0.763
H -0.947 -2.107 -0.564
H 0.155 -2.104 -1.980
H -0.688 -0.615 -1.504
H 2.604 -2.306 0.949
H 1.103 -3.246 0.651
H 2.208 -2.886 -0.699
```

Total charge: +1
Energy above the lowest of the compared OMol25 structures with the same formula, charge and spin (kJ/mol): 96.70
HOMO-LUMO gap (eV): 9.961
Multiplicity: 1
Total energy (eV): -9033.7675

Atom charges from the natural (NBO) analysis, given in e for atoms 1 to 4: -0.626 -0.223 0.113 -0.405